Entry 1:
The following is a DFT calculation (ωB97M-V with the def2-TZVPD basis set) of a cluster of 3 separate species, C4H12NO3 in total in a non-equilibrium geometry.

```
20
Properties=species:S:1:pos:R:3
C 0.303 0.047 -0.051
C -0.718 0.641 0.957
C -1.961 -0.198 1.273
O -2.914 -0.329 0.281
N 1.518 -0.483 0.583
C 2.788 -0.175 -0.151
O 3.199 1.048 -0.181
H 0.542 0.847 -0.755
H -0.184 -0.747 -0.614
H -0.980 1.659 0.655
H -0.202 0.817 1.920
H -2.422 0.289 2.162
H -1.621 -1.200 1.610
H 1.681 -0.069 1.498
H 3.500 -0.987 0.141
H 2.571 -1.263 -2.146
H 2.512 -0.582 -1.371
H -2.510 -0.030 -2.727
H -2.674 0.122 -1.079
O -2.430 0.594 -2.004
```

Calculated values
Gap between HOMO and LUMO (spin up / spin down) (eV): 5.613 / 7.348
HOMO level (spin up / spin down) (eV): 1.232 / -0.531
E_LUMO (spin up / spin down) (Ha): 0.2515 / 0.2505
Multiplicity: 2
<S²>: 0.76
Molar mass (g mol⁻¹): 122.144
Net charge: -2



Entry 2:
The following is a DFT calculation (ωB97M-V with the def2-TZVPD basis set) of a cluster of 2 separate species, C4H12NOS in total in a non-equilibrium geometry.

```
19
Properties=species:S:1:pos:R:3
C -2.490 1.851 -0.898
N -1.378 1.661 0.022
C -0.632 0.386 0.026
C 0.402 0.368 1.202
S 1.510 -1.053 1.120
C -1.554 -0.862 0.166
H -3.457 1.492 -0.489
H -2.274 1.352 -1.839
H -2.684 2.912 -1.074
H -1.753 1.839 0.951
H -0.204 0.375 -0.973
H -0.289 0.295 2.057
H 0.938 1.316 1.189
H -0.888 -1.709 0.273
H -2.289 -0.675 0.956
H -2.172 -0.947 -0.745
H 2.462 -1.202 -1.231
H 2.316 -1.682 -2.611
O 2.740 -0.927 -2.129
```

Calculated values
Gap between HOMO and LUMO (eV): 6.387
HOMO level (eV): -2.716
E_LUMO (Ha): 0.1349
Multiplicity: 1
Molar mass (g mol⁻¹): 122.213
Net charge: -1



Entry 3:
The following is a DFT calculation (ωB97M-V with the def2-TZVPD basis set) of a cluster of 2 separate species, C4H12NOS in total in a non-equilibrium geometry.

```
19
Properties=species:S:1:pos:R:3
C 0.985 0.229 1.488
N -0.274 -0.366 0.954
C -0.859 0.476 -0.197
C -0.923 0.032 -1.741
S -2.521 -0.004 -2.705
C 0.921 1.164 2.746
H 1.413 0.834 0.620
H 1.734 -0.553 1.782
H -0.560 -1.317 1.112
H -1.779 0.801 0.195
H -0.269 1.420 -0.229
H -0.188 0.636 -2.247
H -0.478 -0.913 -1.714
H 1.766 0.714 3.387
H 0.087 0.877 3.391
H 0.918 2.279 2.820
H 0.257 -2.771 -2.878
H -0.479 -1.495 -3.260
O 0.247 -2.044 -3.524
```

Calculated values
Gap between HOMO and LUMO (eV): 6.113
HOMO level (eV): -2.629
E_LUMO (Ha): 0.1280
Multiplicity: 1
Molar mass (g mol⁻¹): 122.213
Net charge: -1



Entry 4:
The following is a DFT calculation (ωB97M-V with the def2-TZVPD basis set) of a cluster of 2 separate species, C4H12NOS in total in a non-equilibrium geometry.

```
19
Properties=species:S:1:pos:R:3
C 1.203 1.137 -0.037
N -0.199 1.333 0.201
C -0.873 0.097 0.727
C -1.394 -0.755 -0.409
S -1.186 -2.558 -0.101
C -1.953 0.528 1.714
H 1.589 1.954 -0.658
H 1.888 1.162 0.835
H 1.309 0.169 -0.545
H -0.426 2.099 0.819
H -0.068 -0.426 1.230
H -2.435 -0.506 -0.647
H -0.835 -0.516 -1.316
H -1.563 0.908 2.650
H -2.515 -0.374 1.941
H -2.683 1.137 1.165
H 3.683 1.401 -1.930
H 4.944 1.730 -1.147
O 4.426 2.014 -1.905
```

Calculated values
Gap between HOMO and LUMO (eV): 5.395
HOMO level (eV): -2.312
E_LUMO (Ha): 0.1133
Multiplicity: 1
Molar mass (g mol⁻¹): 122.213
Net charge: -1



Entry 5:
The following is a DFT calculation (ωB97M-V with the def2-TZVPD basis set) of a cluster of 2 separate species, C4H12NOS in total.

```
19
Properties=species:S:1:pos:R:3
C 2.244 -2.454 0.452
N 0.904 -1.929 0.606
C 0.667 -0.469 0.810
C -0.361 0.058 -0.210
S -1.377 1.417 0.422
C 1.947 0.345 0.734
H 2.730 -2.234 -0.519
H 2.913 -2.022 1.197
H 2.250 -3.525 0.638
H 0.313 -2.210 -0.162
H 0.239 -0.339 1.812
H 0.200 0.369 -1.106
H -0.985 -0.777 -0.546
H 2.676 0.017 1.467
H 1.745 1.400 0.939
H 2.348 0.262 -0.278
H -2.696 2.415 -2.521
H -1.948 1.358 -1.795
O -2.380 1.520 -2.665
```

Calculated values
Gap between HOMO and LUMO (eV): 6.408
HOMO level (eV): -2.778
E_LUMO (Ha): 0.1334
Multiplicity: 1
Molar mass (g mol⁻¹): 122.213
Net charge: -1